{"formula": "C24H46O9", "method": "ωB97M-V with the def2-TZVPD basis set", "species": ["O", "O", "O", "O", "O", "O", "O", "O", "O", "C", "C", "C", "C", "C", "C", "C", "C", "C", "C", "C", "C", "C", "C", "C", "C", "C", "C", "C", "C", "C", "C", "C", "C", "H", "H", "H", "H", "H", "H", "H", "H", "H", "H", "H", "H", "H", "H", "H", "H", "H", "H", "H", "H", "H", "H", "H", "H", "H", "H", "H", "H", "H", "H", "H", "H", "H", "H", "H", "H", "H", "H", "H", "H", "H", "H", "H", "H", "H", "H"], "coordinates": [[1.50834, -2.44527, -1.64417], [5.11581, 4.88366, 2.81341], [-6.62255, -4.20187, 2.65392], [-7.09421, -3.06527, 0.75380], [7.32656, 4.72327, 3.27275], [-3.76610, 2.69466, -0.44841], [-2.22583, 2.68863, -2.09166], [-5.88451, -4.84998, 0.61149], [6.11240, 3.00486, 2.43007], [2.37769, -2.02456, -2.67575], [1.83492, -2.82925, 0.74070], [-5.24714, -5.99349, 1.19835], [0.05897, 2.41718, -3.05171], [7.27471, 2.16371, 2.45698], [0.42627, 1.09933, -3.75452], [6.29173, 4.25168, 2.87445], [-7.90722, -2.18044, 1.52757], [1.48788, 3.07118, 0.55318], [-6.24550, -7.07815, 1.54529], [1.00811, 1.61305, 0.65229], [1.74392, 0.43615, -3.31781], [-2.95269, 2.14973, -1.05144], [1.69396, -1.81980, -0.38964], [-3.02406, 0.08734, -2.28847], [-0.51376, 1.43367, 0.44407], [-3.88373, -1.17986, -2.03289], [-6.53751, -4.05326, 1.46078], [-0.86637, 2.31117, -1.83628], [7.59094, 1.68521, 3.85857], [-0.91680, 1.02470, -0.97862], [-2.43439, 0.69919, -0.98428], [5.13554, 6.20867, 3.34870], [1.75214, -1.07860, -3.69732], [-6.93867, -6.74485, 2.31646], [3.31878, -1.59824, -2.31857], [1.51482, 1.08689, -0.15399], [2.64753, -2.92713, -3.22708], [0.92236, 3.00704, -2.75821], [-4.55023, -6.36214, 0.44738], [2.56147, -1.16024, -0.34505], [7.03823, 1.31108, 1.82228], [0.78519, 3.73802, 1.04875], [-7.35652, -1.78220, 2.37723], [1.99584, 0.60439, -2.27163], [-0.44395, 0.12158, -1.35584], [2.35201, -1.18176, -4.60050], [2.70719, -3.45405, 0.58104], [8.42321, 0.98118, 3.84174], [4.16958, 6.65491, 3.12799], [-4.18603, -1.29420, -0.99662], [0.54931, 1.34913, -4.80730], [-0.39578, 0.39083, -3.70994], [-8.19424, -1.36025, 0.87504], [8.12295, 2.68061, 2.00749], [2.50950, 3.17181, 0.90557], [0.80341, -1.22913, -0.18182], [1.35898, 1.15682, 1.57257], [-3.66511, 0.80989, -2.77055], [-1.01041, 2.35567, 0.74477], [0.73800, -1.36889, -3.96416], [-0.48059, 3.01808, -3.78382], [-4.66198, -5.69255, 2.06777], [-8.80490, -2.69651, 1.86592], [6.72144, 1.19450, 4.29915], [1.47951, 3.35613, -0.49615], [-3.38869, -2.06345, -2.41698], [2.53839, 0.89164, -3.90492], [5.27263, 6.17408, 4.42874], [-4.79448, -1.07503, -2.61651], [7.85904, 2.51689, 4.50865], [1.99037, -2.24352, 1.64624], [-2.21577, -0.21564, -2.94668], [-6.83759, -7.34570, 0.66854], [5.91758, 6.80770, 2.88680], [0.93464, -3.41975, 0.87679], [-2.83190, 0.17925, -0.11947], [-0.52087, 3.11055, -1.18008], [-0.84148, 0.66703, 1.14693], [-5.73029, -7.96766, 1.90864]], "atomic_forces_ev_per_a": [[0.5461, 0.3451, 0.1247], [0.0992, -0.0516, -0.0408], [0.0470, 0.0707, -0.1778], [0.0888, -0.0639, 0.0704], [-0.1614, -0.0396, -0.1101], [-2.9908, 2.1293, 1.8429], [-0.1187, 0.6654, -0.1141], [0.0194, 0.1629, -0.0066], [-0.0651, 0.1302, -0.0853], [-0.2769, -0.4120, -0.9512], [0.0754, 0.5147, -0.1665], [0.1494, -0.4071, 0.1721], [-1.0434, -0.6499, -0.4244], [0.3574, -0.2957, 0.0744], [0.6249, 0.6249, 0.0461], [0.0050, -0.1023, 0.0941], [-0.1509, 0.2302, 0.0352], [-0.4012, -0.5267, -0.3638], [-0.2652, 0.0933, 0.0244], [0.0870, 0.4749, -0.6836], [-0.3084, -0.6409, -0.5455], [2.8055, -3.0280, -1.9834], [-0.5606, -0.3578, 0.5957], [0.0240, -1.2916, 0.9585], [0.9204, -0.9898, 0.5373], [-0.0693, 0.6343, -0.5832], [-0.0524, -0.1218, -0.0290], [1.0841, 0.5315, 0.0584], [-0.1169, 0.1580, 0.2010], [-1.4806, -0.0945, 0.5236], [-0.5671, 1.5111, -0.4960], [-0.1055, 0.2455, 0.0508], [0.3407, 0.8406, 0.3756], [0.0885, 0.0231, 0.0580], [-0.0556, 0.0576, 0.3639], [0.1385, -0.3210, 0.0230], [0.0494, -0.1619, 0.0781], [0.3273, -0.1616, -0.0529], [-0.0641, 0.1953, -0.1348], [0.0890, 0.0968, -0.4218], [-0.2099, 0.1154, -0.0522], [0.2592, 0.1598, 0.3502], [-0.0067, -0.1148, 0.0412], [-0.2312, -0.0816, 0.1940], [0.7574, 0.2976, -0.0855], [-0.0249, -0.0817, -0.1903], [0.0212, -0.2624, 0.0230], [-0.0242, -0.0148, -0.0439], [-0.0420, -0.1733, -0.0648], [0.1183, -0.1457, 0.1219], [-0.1089, -0.1813, -0.2129], [-0.1391, -0.0044, 0.1565], [0.0896, -0.1009, -0.1315], [-0.0585, 0.1460, 0.0872], [0.0074, 0.2219, 0.2447], [-0.0381, 0.3239, 0.0340], [-0.1737, -0.0024, 0.2573], [0.1571, 0.2357, -0.3524], [-0.2647, 0.0231, -0.1122], [-0.0458, -0.3829, 0.1626], [-0.0429, 0.2453, 0.0604], [-0.1385, 0.1079, 0.0413], [0.0669, -0.0190, 0.1046], [0.0287, -0.0944, -0.0828], [0.1109, 0.1969, -0.1299], [0.1159, -0.3029, 0.3190], [0.2121, 0.2795, 0.2221], [0.1205, 0.0177, -0.0284], [-0.2135, -0.1611, 0.0039], [0.0747, 0.0238, -0.0748], [0.0357, -0.1007, 0.2190], [0.0585, 0.3267, -0.2851], [0.1103, -0.0554, -0.0399], [0.0771, -0.0761, 0.0621], [-0.0114, -0.2060, -0.1179], [0.3223, -0.0185, 0.2501], [0.0588, -0.0630, 0.1492], [-0.1757, -0.1096, 0.0008], [0.0339, 0.0139, -0.0378]], "lumo_energy_ev": 0.53, "homo_lumo_gap_ev": 10.2}

***

{"formula": "C24H47BrMnN4O2Si", "method": "ωB97M-V with the def2-TZVPD basis set", "species": ["Br", "Mn", "Si", "O", "O", "N", "N", "N", "N", "C", "C", "C", "C", "C", "C", "C", "C", "C", "C", "C", "C", "C", "C", "C", "C", "C", "C", "C", "C", "C", "C", "C", "C", "H", "H", "H", "H", "H", "H", "H", "H", "H", "H", "H", "H", "H", "H", "H", "H", "H", "H", "H", "H", "H", "H", "H", "H", "H", "H", "H", "H", "H", "H", "H", "H", "H", "H", "H", "H", "H", "H", "H", "H", "H", "H", "H", "H", "H", "H", "H"], "coordinates": [[-0.58706, -1.04003, 1.14053], [0.22631, 0.63948, 2.57420], [-1.53641, -2.47024, -0.91836], [-0.04297, 2.39512, 1.66366], [0.36751, 3.96584, 0.14929], [2.46289, 4.94755, -1.23455], [2.64528, 6.53532, 0.39941], [2.23491, 1.10863, 1.37104], [4.47139, 6.05884, -0.94062], [0.73515, 2.29517, 4.86906], [-1.64629, -1.87927, -3.60051], [-1.20053, 0.10719, -2.12696], [-0.75528, -4.95382, -1.77686], [-0.63602, 2.06269, 4.87629], [1.62399, 1.22644, 4.82149], [-0.23187, -0.32148, 4.84107], [2.00454, 2.73529, -2.15462], [-1.12244, 0.75872, 4.86281], [0.59585, -1.55402, -2.53950], [2.01837, 2.25920, 0.45817], [-0.91644, -1.39623, -2.32702], [2.93496, 3.94481, -2.18775], [2.13900, 1.75553, -0.98689], [-4.03658, -3.53602, -1.27377], [1.14731, -0.08606, 4.80524], [0.66944, 2.93566, 0.75943], [-0.60168, -4.05670, -0.52729], [3.19053, 5.84782, -0.61357], [0.89832, -3.87016, -0.23259], [-1.20389, -4.77576, 0.68979], [-3.98729, -1.04916, -0.92186], [-3.66307, -2.54830, 1.00796], [-3.36212, -2.38465, -0.49424], [1.10965, 3.30897, 4.90745], [1.31715, -4.85553, -0.00300], [0.87251, -2.56877, -2.82745], [3.11228, 7.32660, 0.80563], [2.47133, 0.28526, 0.82737], [-3.71861, -4.51995, -0.92225], [-2.25310, 0.35068, -2.24320], [1.53166, 4.75237, -0.83856], [3.02857, 1.28392, 1.97607], [-2.72668, -1.73597, -3.54181], [-1.45242, -2.93267, -3.82221], [3.96597, 3.66200, -1.95461], [1.37050, 0.98761, -1.12287], [2.69010, 1.40736, 4.85787], [0.97454, 3.09270, -2.21298], [-0.28016, -5.91788, -1.57069], [-5.11760, -3.46563, -1.12066], [-0.26554, -4.52890, -2.65709], [1.67708, 6.38526, 0.63524], [-5.03376, -1.04516, -0.60112], [-3.98143, -0.90805, -2.00378], [-0.62129, -5.68387, 0.87373], [-2.23829, -5.08245, 0.52914], [-2.18596, 0.57602, 4.92985], [1.83882, -0.91537, 4.85269], [2.19704, 2.16947, -3.06723], [-1.15185, -4.16185, 1.59170], [-3.49559, -0.19560, -0.45026], [-4.74931, -2.61404, 1.12772], [-0.65388, 0.66127, -2.89787], [4.85172, 5.65768, -1.77935], [-0.87581, 0.47334, -1.15077], [1.16685, -1.27561, -1.64938], [-0.60185, -1.33424, 4.91182], [-3.31708, -1.68696, 1.57956], [-3.85508, -3.48136, -2.35242], [-1.32640, 2.89295, 4.92641], [3.11105, 1.25882, -1.07112], [1.06972, -3.22949, 0.63231], [1.45465, -3.46998, -1.07577], [-3.22978, -3.44407, 1.44414], [2.77334, 3.02350, 0.65701], [2.91359, 4.35924, -3.19615], [-1.28382, -1.29286, -4.45025], [-1.80173, -5.15146, -2.02921], [0.89857, -0.89336, -3.35859], [4.98445, 6.81858, -0.52752]], "atomic_forces_ev_per_a": [[-0.6054, -1.3282, -1.0049], [0.8778, 1.3728, 0.1726], [0.2777, 0.3510, 0.7021], [-0.4031, 0.0984, 0.1138], [0.0913, -0.1071, 0.1082], [-0.0393, -0.1266, -0.0209], [0.0280, -0.0228, -0.0235], [-0.0829, -0.1131, 0.2561], [-0.0269, 0.0543, 0.0085], [0.0255, 0.0650, -0.0395], [0.0011, -0.0211, -0.0410], [-0.0304, -0.0328, -0.1046], [-0.0337, -0.0289, -0.0388], [-0.0324, 0.0645, 0.0959], [0.0675, 0.0264, 0.1259], [0.0302, 0.0384, 0.0992], [-0.1314, 0.0141, 0.0249], [0.0194, -0.1248, 0.0810], [-0.0069, -0.0318, -0.0792], [-0.0445, 0.0129, -0.0389], [0.1090, 0.2480, -0.1235], [0.0048, 0.0422, 0.0716], [0.0965, 0.0742, -0.0657], [-0.0223, -0.0193, -0.0487], [-0.0715, -0.0115, 0.2058], [-0.0908, 0.0709, 0.0582], [0.1279, -0.0813, 0.0875], [0.0670, 0.0751, -0.0229], [-0.0050, -0.0937, -0.0694], [-0.0208, -0.1242, -0.0619], [-0.1136, -0.0287, -0.0683], [-0.0670, -0.0705, -0.0442], [-0.1519, 0.0662, 0.1713], [-0.0063, -0.0050, -0.0211], [-0.0179, 0.0641, -0.0247], [0.0074, 0.0578, 0.0143], [-0.0086, 0.0250, -0.0183], [0.0416, -0.0534, 0.0008], [-0.0498, 0.0712, -0.0232], [0.0287, 0.0150, 0.0114], [-0.0485, -0.1024, 0.1415], [0.0229, -0.0173, 0.0196], [0.0556, 0.0030, -0.0173], [-0.0037, 0.0768, -0.0030], [-0.0164, -0.0667, 0.0191], [0.0845, -0.0405, -0.0125], [0.0166, 0.0028, -0.0669], [0.0047, 0.0101, -0.0891], [-0.0339, 0.0388, -0.0291], [0.0424, -0.0178, -0.0282], [-0.0113, -0.0461, 0.0667], [-0.0045, -0.0040, -0.0095], [0.0462, 0.0038, -0.0379], [-0.0094, 0.0171, 0.0661], [-0.0461, 0.0360, -0.0122], [0.0654, 0.0114, 0.0409], [-0.0282, -0.0059, -0.0920], [0.0217, -0.0523, -0.1085], [-0.0711, -0.0258, -0.0041], [0.0062, -0.0381, -0.0320], [-0.0326, -0.0376, -0.0035], [0.0603, 0.0090, -0.0074], [-0.0398, -0.0203, 0.0127], [-0.0062, 0.0212, -0.0395], [-0.0072, -0.0001, -0.0810], [-0.0204, -0.0317, -0.0477], [-0.0439, -0.0448, -0.1274], [-0.0380, -0.0157, -0.0289], [-0.0334, -0.0057, 0.0769], [-0.0022, 0.0122, -0.0686], [-0.0027, -0.0313, 0.0261], [-0.0091, -0.0424, -0.0013], [0.0072, -0.0313, 0.0320], [-0.0412, 0.0158, 0.0048], [0.0989, -0.0388, -0.0309], [0.0791, 0.0638, -0.0197], [-0.0252, -0.0391, 0.0087], [0.1011, -0.0075, 0.0148], [0.0010, -0.0280, 0.0298], [0.0225, -0.0135, 0.0128]], "total_charge": 2, "multiplicity": 6, "lumo_energy_ev": [-4.56, -5.09], "homo_lumo_gap_ev": [10.0, 9.5]}

***

What is the formula in the second record? C24H47BrMnN4O2Si